{
  "formula": "C34H55BIO22",
  "method": "ωB97M-V/def2-TZVPD",
  "orbital_gap_ev": 6.10,
  "total_charge": -1,
  "homo_energy_ev": -5.0,
  "symbols": ["C", "B", "O", "C", "C", "C", "O", "O", "C", "O", "C", "C", "C", "C", "O", "O", "C", "C", "C", "C", "I", "C", "O", "H", "H", "H", "H", "H", "H", "H", "H", "H", "H", "H", "H", "H", "H", "H", "C", "C", "O", "C", "O", "O", "C", "H", "H", "H", "H", "H", "H", "H", "H", "C", "C", "O", "C", "O", "O", "C", "H", "H", "H", "H", "H", "H", "H", "H", "C", "C", "O", "C", "O", "O", "C", "H", "H", "H", "H", "H", "H", "H", "H", "C", "C", "O", "C", "O", "O", "C", "H", "H", "H", "H", "H", "H", "H", "H", "C", "C", "O", "C", "O", "O", "C", "H", "H", "H", "H", "H", "H", "H", "H"],
  "xyz": [[4.1090, -0.9567, 5.5845], [4.2110, -1.9597, 4.2435], [4.1653, -3.4182, 4.4655], [4.3077, -1.1906, 2.7897], [5.5982, -0.4696, 2.4431], [6.9142, -0.4075, 3.4217], [7.3437, 0.8374, 3.7669], [7.6502, -1.5600, 3.9666], [5.5745, 0.3234, 0.9704], [6.6186, 0.3090, 0.1337], [4.1227, 1.0874, 0.6427], [4.1829, 2.5926, -0.0147], [4.5641, 3.6175, 1.2511], [3.2258, 4.1861, 2.0360], [2.3274, 5.0045, 1.4239], [2.9044, 3.8051, 3.4249], [2.8284, 0.3799, 1.0020], [1.3487, 1.0689, 0.7679], [0.0782, 0.1051, 1.1434], [-0.0744, -0.2693, 2.7304], [0.0779, 1.4196, 4.1123], [3.0478, -1.1286, 1.6911], [2.3134, -2.2012, 1.3650], [3.5902, 0.0377, 5.1789], [3.4063, -1.3819, 6.4194], [5.1670, -0.6196, 5.9754], [3.5228, -3.5709, 5.2454], [3.1512, 2.9566, -0.4321], [5.0451, 2.7389, -0.7960], [5.1299, 2.9258, 2.0419], [5.3304, 4.4510, 0.9477], [2.0634, 4.2636, 3.7403], [1.2799, 1.4385, -0.3658], [1.3622, 2.0773, 1.4051], [-0.8955, 0.6617, 0.7620], [0.1847, -0.8870, 0.5320], [0.6480, -1.1193, 3.1116], [-1.1749, -0.7117, 2.8662], [-0.0040, -1.9256, 11.6067], [0.0865, -2.9928, 10.5304], [1.2431, -2.7910, 9.7093], [2.4207, -3.2017, 10.2436], [2.5696, -3.7269, 11.3355], [3.4088, -2.9027, 9.3645], [4.7178, -3.2009, 9.8433], [0.0405, -0.9259, 11.1630], [-0.9353, -2.0231, 12.1715], [0.8327, -1.9983, 12.3090], [-0.7861, -2.9191, 9.8728], [0.0829, -4.0021, 10.9585], [4.7909, -4.2378, 10.1875], [4.9868, -2.5074, 10.6464], [5.4214, -3.0633, 9.0175], [3.9245, -1.9473, -1.8573], [2.5900, -2.6662, -1.7678], [2.1783, -3.1376, -3.0566], [2.7837, -4.2730, -3.4869], [3.6219, -4.9161, -2.8751], [2.3157, -4.5553, -4.7278], [2.9405, -5.6815, -5.3384], [3.8864, -1.1567, -2.6134], [4.1916, -1.5051, -0.8934], [4.7251, -2.6321, -2.1546], [1.8221, -1.9637, -1.4268], [2.6197, -3.4880, -1.0427], [2.9017, -6.5616, -4.6881], [3.9759, -5.4375, -5.5968], [2.3993, -5.9122, -6.2602], [-5.9781, 0.9892, -1.1085], [-5.1851, 1.7580, -2.1505], [-4.8845, 3.0803, -1.6879], [-3.8565, 3.1741, -0.8073], [-3.1762, 2.2476, -0.3962], [-3.7329, 4.4739, -0.4417], [-2.7411, 4.7014, 0.5565], [-6.8667, 1.5528, -0.8072], [-6.2893, 0.0162, -1.4989], [-5.3862, 0.8223, -0.2028], [-5.7898, 1.8690, -3.0569], [-4.2697, 1.2271, -2.4369], [-1.7753, 4.2758, 0.2646], [-3.0736, 4.2849, 1.5126], [-2.6184, 5.7817, 0.6738], [-11.6699, 2.1034, -4.6498], [-10.8770, 2.8722, -5.6918], [-10.5764, 4.1945, -5.2291], [-9.5483, 4.2883, -4.3486], [-8.8681, 3.3618, -3.9375], [-9.4247, 5.5881, -3.9829], [-8.4329, 5.8156, -2.9848], [-12.5586, 2.6670, -4.3484], [-11.9812, 1.1304, -5.0402], [-11.0780, 1.9365, -3.7441], [-11.4817, 2.9832, -6.5981], [-9.9616, 2.3413, -5.9782], [-7.4671, 5.3900, -3.2766], [-8.7654, 5.3990, -2.0286], [-8.3102, 6.8959, -2.8674], [0.9162, -1.7768, -10.6684], [1.2372, -0.5381, -9.8510], [0.5701, -0.5775, -8.5836], [1.1430, -1.3707, -7.6436], [2.1620, -2.0282, -7.7829], [0.3713, -1.3276, -6.5295], [0.8131, -2.1935, -5.4870], [-0.1666, -1.9114, -10.7553], [1.3470, -1.7017, -11.6707], [1.3108, -2.6800, -10.1919], [0.8674, 0.3488, -10.3765], [2.3177, -0.4074, -9.7195], [1.8682, -2.0252, -5.2478], [0.6435, -3.2365, -5.7732], [0.2204, -1.9795, -4.5933]],
  "atomic_forces_ev_per_a": [[-0.783, 1.064, -0.844], [0.210, -1.165, 1.419], [-2.008, 2.849, 0.548], [3.067, 1.804, -2.264], [-3.587, -1.497, -0.178], [5.459, 0.418, 3.946], [-3.128, -5.489, -2.431], [-5.128, 5.329, -3.539], [3.491, -0.492, -2.062], [-6.638, 0.450, 4.968], [-2.771, -1.834, 0.500], [-0.068, 0.358, 1.268], [0.299, -1.523, 1.838], [-5.105, 3.805, -1.533], [5.550, -4.971, 3.488], [0.849, 1.008, -3.201], [3.671, 1.210, -0.625], [0.877, 0.324, -0.102], [0.246, 0.597, -0.279], [-1.123, -1.995, -1.009], [-0.069, -0.685, -0.600], [-1.270, -2.799, -0.878], [4.017, 6.368, 1.994], [1.071, -1.907, 1.046], [1.556, 0.703, -1.301], [-2.046, -0.889, -0.704], [1.919, 0.396, -1.613], [2.028, -0.975, 0.600], [-1.793, -0.694, 1.494], [-1.102, 1.680, -1.565], [-2.035, -1.301, 0.586], [1.438, -0.557, -1.326], [0.074, -1.046, 2.412], [-0.229, -2.283, -1.203], [1.981, -1.120, 0.968], [-0.194, 1.749, 1.333], [-1.262, 2.029, -0.939], [2.444, 1.131, -0.180], [0.276, 0.135, 0.185], [-0.443, 0.023, 0.402], [0.896, -0.463, 0.153], [0.133, 0.064, 0.347], [-0.239, 0.616, -1.441], [-1.077, -0.308, 0.617], [0.679, -0.116, 0.082], [-0.142, -0.153, -0.032], [0.065, -0.004, -0.097], [-0.154, -0.121, -0.100], [0.380, 0.020, -0.143], [0.220, 0.203, -0.053], [-0.123, 0.258, 0.053], [-0.079, -0.229, -0.029], [-0.391, 0.082, 0.001], [0.234, -0.160, -0.181], [0.436, 0.368, 0.866], [0.171, -1.277, -0.723], [0.635, 0.084, 0.719], [-1.309, 0.809, -1.001], [0.222, 0.008, 0.881], [0.208, -0.415, -0.272], [-0.099, 0.034, 0.166], [-0.074, -0.078, -0.175], [-0.147, 0.031, 0.159], [-0.032, -0.233, -0.290], [0.035, 0.106, -0.290], [0.126, 0.263, -0.023], [-0.131, -0.131, 0.169], [-0.059, 0.306, 0.214], [0.066, 0.023, 0.359], [-0.231, -0.666, -0.156], [0.915, 0.366, 0.533], [0.057, -0.439, 0.228], [-0.867, 1.281, -0.601], [-0.226, -0.984, -0.523], [0.485, 0.161, 0.445], [0.038, -0.073, -0.207], [0.026, 0.128, -0.007], [0.014, -0.028, -0.213], [0.140, 0.327, 0.209], [-0.064, 0.202, 0.234], [-0.262, -0.044, 0.107], [0.171, -0.066, -0.176], [-0.237, -0.194, -0.227], [0.063, 0.011, 0.348], [-0.194, -0.626, -0.094], [0.891, 0.324, 0.499], [0.082, -0.399, 0.262], [-0.879, 1.271, -0.613], [-0.217, -1.008, -0.526], [0.476, 0.160, 0.429], [0.045, -0.075, -0.189], [0.027, 0.123, -0.002], [0.007, -0.023, -0.220], [0.162, 0.319, 0.194], [-0.073, 0.198, 0.224], [-0.266, -0.061, 0.110], [0.171, -0.058, -0.181], [-0.252, -0.192, -0.223], [-0.017, -0.331, 0.121], [0.222, -0.100, -0.506], [0.383, -0.282, 0.728], [0.149, -0.441, 0.198], [-1.312, 0.936, 0.110], [0.550, 0.347, -1.329], [0.145, -0.345, 0.499], [0.111, 0.158, -0.068], [-0.052, 0.039, 0.095], [0.058, 0.208, -0.057], [-0.107, -0.082, 0.371], [-0.214, -0.161, 0.147], [-0.324, -0.117, -0.228], [0.205, 0.286, 0.040], [0.016, 0.153, -0.343]],
  "mulliken_charge": [-0.714, 0.572, -0.619, -0.136, 0.475, -0.004, -0.647, -0.683, 0.199, -0.629, -0.278, -0.705, -0.290, 0.441, -0.611, -0.435, 1.467, -0.542, -0.272, -0.835, -0.031, 0.132, -0.638, 0.114, 0.233, 0.261, 0.289, 0.254, 0.394, 0.228, 0.377, 0.333, 0.256, 0.037, 0.122, 0.179, 0.313, 0.419, -1.084, -0.191, -0.309, 0.678, -0.572, -0.217, -0.671, 0.286, 0.355, 0.308, 0.294, 0.302, 0.299, 0.295, 0.226, -0.689, -0.018, -0.241, 0.574, -0.568, -0.204, -0.753, 0.277, -0.032, 0.375, 0.053, 0.333, 0.316, 0.313, 0.220, -1.144, -0.157, -0.331, 0.741, -0.582, -0.312, -0.572, 0.294, 0.363, 0.330, 0.306, 0.302, 0.262, 0.287, 0.199, -1.073, -0.153, -0.364, 0.757, -0.554, -0.326, -0.577, 0.292, 0.352, 0.293, 0.289, 0.293, 0.270, 0.272, 0.227, -1.074, -0.169, -0.376, 0.737, -0.572, -0.352, -0.433, 0.288, 0.351, 0.302, 0.287, 0.297, 0.254, 0.265, 0.225]
}

{
  "formula": "C34H55BrF5N2O7PS",
  "method": "ωB97M-V/def2-TZVPD",
  "smiles": "CC(C)=NN1C(=O)c2c(CC(=O)O)c(S(C)(=O)=O)c(C(F)(F)C(F)(F)F)c(P(O)Br)c2C1=O.CCCCCC.CCCCCC.CCCCCC",
  "orbital_gap_ev": 6.74,
  "de_lowest_kj_mol": 771.87,
  "homo_energy_ev": -9.1,
  "symbols": ["C", "C", "C", "N", "N", "C", "O", "C", "C", "C", "C", "O", "O", "C", "S", "C", "O", "O", "C", "C", "F", "F", "C", "F", "F", "F", "C", "P", "O", "Br", "C", "C", "O", "H", "H", "H", "H", "H", "H", "H", "H", "H", "H", "H", "H", "H", "C", "C", "C", "C", "C", "C", "H", "H", "H", "H", "H", "H", "H", "H", "H", "H", "H", "H", "H", "H", "C", "C", "C", "C", "C", "C", "H", "H", "H", "H", "H", "H", "H", "H", "H", "H", "H", "H", "H", "H", "C", "C", "C", "C", "C", "C", "H", "H", "H", "H", "H", "H", "H", "H", "H", "H", "H", "H", "H", "H"],
  "xyz": [[0.7999, 2.1552, -2.6169], [0.4806, 2.9900, -1.2818], [1.0309, 2.5432, 0.1653], [-0.3101, 4.0935, -1.3160], [-1.5218, 3.6271, -1.8225], [-2.4368, 2.9625, -0.8597], [-2.1888, 2.6047, 0.3117], [-3.7415, 2.8196, -1.7515], [-5.0441, 2.0088, -1.6050], [-5.1065, 1.1537, -0.2273], [-4.3576, -0.2662, -0.3504], [-3.9510, -0.8420, 0.6867], [-4.1205, -0.8393, -1.6463], [-6.2036, 2.0057, -2.6718], [-7.7186, 0.9260, -2.4223], [-9.1942, 1.8823, -1.8424], [-7.9399, 0.2393, -3.7684], [-7.5182, -0.1979, -1.4456], [-6.0629, 2.9227, -3.9534], [-7.1673, 3.0677, -5.0815], [-8.5170, 2.8706, -4.6236], [-7.2632, 4.4028, -5.6246], [-6.8418, 2.1395, -6.3880], [-7.0657, 2.9220, -7.5670], [-7.6923, 1.0313, -6.5054], [-5.4691, 1.7786, -6.3985], [-4.7053, 3.7094, -4.0800], [-4.2585, 4.8127, -5.5968], [-3.9127, 6.3794, -5.0047], [-2.4083, 3.8556, -6.5590], [-3.5728, 3.6620, -3.0252], [-2.1346, 4.3436, -2.9453], [-1.5876, 5.2367, -3.6165], [0.7539, 1.0364, -2.3414], [0.0317, 2.3173, -3.4477], [1.8213, 2.4465, -3.0375], [0.3471, 1.7108, 0.5763], [0.9501, 3.4092, 0.9052], [2.0838, 2.1022, 0.0906], [-6.1658, 1.0751, 0.1946], [-4.5051, 1.7419, 0.5668], [-3.4564, -0.2190, -2.0479], [-9.2739, 2.9387, -2.2667], [-9.0947, 1.9725, -0.6948], [-10.1867, 1.3150, -2.0074], [-3.3421, 6.8541, -5.6547], [5.7079, 2.3278, -2.8400], [5.2000, 2.5822, -1.4274], [4.6041, 3.9784, -1.2388], [5.5760, 5.1418, -1.4552], [6.8238, 5.1264, -0.5711], [6.5128, 5.2317, 0.9156], [6.5284, 3.0003, -3.1006], [6.0804, 1.3035, -2.9268], [4.9071, 2.4589, -3.5724], [6.0079, 2.4103, -0.7093], [4.4242, 1.8421, -1.1989], [4.1768, 4.0439, -0.2322], [3.7619, 4.1005, -1.9306], [5.0331, 6.0791, -1.2855], [5.8893, 5.1638, -2.5042], [7.4579, 5.9737, -0.8540], [7.4153, 4.2248, -0.7596], [5.9499, 6.1436, 1.1329], [7.4404, 5.2623, 1.4932], [5.9326, 4.3754, 1.2683], [3.9849, -0.6858, 1.7993], [2.7407, -1.5640, 1.7894], [1.5544, -0.9440, 2.5296], [1.7706, -0.6944, 4.0249], [2.1434, -1.9283, 4.8477], [1.0652, -3.0029, 4.8471], [4.3608, -0.5305, 2.8133], [4.7831, -1.1582, 1.2201], [3.7771, 0.2907, 1.3538], [2.9809, -2.5472, 2.2062], [2.4458, -1.7363, 0.7483], [0.6798, -1.5886, 2.3914], [1.3007, 0.0111, 2.0546], [0.8530, -0.2578, 4.4367], [2.5486, 0.0648, 4.1585], [2.3193, -1.6135, 5.8821], [3.0871, -2.3545, 4.4925], [0.1202, -2.6083, 5.2301], [1.3661, -3.8377, 5.4859], [0.8924, -3.4003, 3.8438], [1.8224, -6.1888, 2.3746], [0.6599, -6.9190, 3.0330], [0.9190, -7.2763, 4.4973], [2.0912, -8.2311, 4.7421], [2.0025, -9.5767, 4.0206], [0.8043, -10.4136, 4.4471], [2.7203, -6.8103, 2.3378], [1.5635, -5.9210, 1.3464], [2.0604, -5.2683, 2.9138], [0.4158, -7.8171, 2.4568], [-0.2253, -6.2753, 2.9865], [0.0049, -7.7067, 4.9201], [1.1035, -6.3537, 5.0598], [2.1676, -8.4120, 5.8209], [3.0267, -7.7397, 4.4545], [2.9154, -10.1437, 4.2337], [1.9798, -9.4287, 2.9363], [0.8238, -10.6027, 5.5239], [0.8179, -11.3794, 3.9349], [-0.1398, -9.9223, 4.1998]],
  "atomic_forces_ev_per_a": [[-1.144, -0.902, 1.012], [-0.186, 0.835, 0.292], [0.650, 0.305, -1.065], [1.301, -3.092, 2.001], [-1.552, 1.045, -1.189], [0.053, -0.305, 0.369], [-0.802, 1.292, -4.533], [-2.765, 0.424, -3.335], [0.436, 0.779, -0.519], [0.523, 0.760, -0.482], [1.089, -1.628, 2.865], [-1.886, 2.214, -4.269], [0.441, 2.101, 1.845], [3.131, 2.971, -0.454], [-0.674, -6.165, -2.417], [-0.650, 1.076, 1.362], [0.451, 3.394, 2.913], [0.163, 3.655, -0.683], [2.878, -0.037, 3.076], [-1.559, 1.361, -0.709], [3.286, -0.054, -0.782], [0.804, -2.675, 1.699], [-0.466, -0.245, -2.235], [0.686, -2.042, 2.878], [2.568, 2.628, 0.522], [-3.476, 0.538, 0.103], [1.177, -0.762, 2.733], [-1.597, 0.992, -1.037], [0.558, -1.958, -0.375], [-0.135, 0.236, 0.909], [-3.132, -2.169, 1.291], [0.222, 0.662, -0.524], [-1.933, -3.432, 2.469], [0.451, 1.621, -0.599], [1.007, 0.070, 1.309], [-1.277, -0.375, 0.957], [0.770, 1.275, -1.022], [0.228, -1.121, -1.216], [-1.357, 0.722, 0.244], [1.539, -0.364, -0.909], [-0.828, -1.004, -1.416], [-0.912, -0.781, 0.081], [0.325, -1.630, 0.313], [0.140, -0.189, -1.834], [2.031, 0.508, -0.235], [-0.503, -0.533, 0.600], [0.134, -0.156, 0.058], [-0.125, 0.061, -0.042], [-0.022, -0.018, 0.161], [0.034, 0.005, -0.137], [-0.061, 0.107, -0.028], [0.135, -0.072, 0.074], [-0.068, -0.025, -0.030], [-0.019, 0.088, -0.079], [0.051, 0.037, -0.014], [-0.053, 0.028, 0.000], [0.057, 0.017, 0.055], [0.007, 0.028, -0.040], [0.023, -0.001, 0.016], [0.043, -0.055, -0.001], [-0.038, -0.008, 0.036], [-0.025, -0.095, -0.033], [-0.031, 0.026, -0.029], [-0.009, -0.070, 0.005], [-0.110, 0.008, 0.027], [0.005, 0.068, 0.012], [0.136, -0.172, -0.017], [-0.086, 0.118, -0.064], [-0.109, -0.154, 0.015], [0.103, 0.109, -0.002], [-0.072, 0.092, 0.052], [0.082, -0.136, 0.036], [-0.011, 0.047, -0.062], [-0.007, 0.110, 0.048], [0.022, 0.015, 0.052], [-0.047, 0.031, -0.003], [-0.009, -0.057, 0.081], [0.024, 0.051, 0.017], [0.026, -0.036, 0.014], [0.053, -0.041, -0.013], [-0.035, -0.017, -0.021], [0.049, -0.002, -0.089], [-0.015, 0.045, -0.005], [0.023, -0.033, -0.063], [-0.092, 0.016, -0.056], [-0.056, 0.019, 0.059], [-0.027, -0.062, -0.199], [-0.030, 0.111, 0.115], [-0.106, -0.090, 0.039], [0.101, 0.072, -0.048], [0.060, 0.009, 0.126], [-0.031, -0.101, -0.140], [-0.013, 0.067, 0.012], [0.092, 0.028, 0.065], [0.046, -0.044, 0.000], [0.000, 0.015, 0.051], [0.022, -0.092, 0.005], [0.052, 0.016, 0.000], [-0.017, -0.032, -0.048], [-0.001, -0.011, -0.064], [-0.043, 0.000, 0.020], [-0.031, 0.070, -0.061], [0.016, 0.032, 0.040], [-0.041, 0.031, -0.046], [-0.066, 0.043, 0.080], [0.033, -0.039, 0.053]],
  "mulliken_charge": [-0.756, 0.655, -0.730, -1.089, 0.737, 0.405, -0.571, -0.430, 0.247, -0.826, 0.574, -0.557, -0.460, 0.458, 1.315, -0.910, -0.651, -0.597, -0.097, 0.534, -0.228, -0.278, 0.808, -0.252, -0.205, -0.207, -0.239, 0.211, -0.480, -0.223, 0.127, 0.240, -0.537, 0.271, 0.242, 0.149, 0.235, 0.362, 0.002, 0.529, 0.397, 0.360, 0.340, 0.342, 0.347, 0.358, -1.328, -0.093, -0.289, -0.948, -0.414, -1.155, 0.294, 0.419, 0.259, 0.310, 0.153, 0.335, 0.181, 0.410, 0.356, 0.369, 0.234, 0.291, 0.377, 0.259, -1.078, -0.053, 0.118, -0.882, -0.471, -0.940, 0.282, 0.435, 0.066, -0.012, 0.379, 0.385, -0.307, 0.390, 0.347, 0.370, 0.231, 0.354, 0.284, 0.156, -1.104, -0.454, -0.277, -0.734, -0.385, -1.184, 0.324, 0.387, 0.156, 0.326, 0.348, 0.349, 0.014, 0.384, 0.312, 0.360, 0.237, 0.288, 0.379, 0.280]
}